1.
Density functional theory data (ωB97M-V with the def2-TZVPD basis set) for a cluster of 2 separate species, C4H8O2 in total.

```
! wB97M-V def2-TZVPD RIJCOSX def2/J DEFGRID3
* xyz 0 1
C 0.6638 -1.7318 0.3414
C 0.7338 -0.4058 0.4442
O 1.9056 0.2825 0.2208
C -0.3304 0.5178 0.8519
C -0.1790 1.8092 1.1682
H 1.4762 -2.3427 0.0309
H -0.2696 -2.2646 0.5143
H 2.5773 -0.3771 0.0261
H -1.3522 0.1898 0.8581
H 0.7333 2.3707 1.2399
H -1.0483 2.2984 1.5856
H -2.0501 -0.6598 -2.0484
H -1.5798 0.4194 -2.9947
O -1.2805 -0.1060 -2.2382
*
```

Output
SMILES	C=CC(=C)O.O
frontier orbital gap	9.28	eV

Here are the Mulliken charges for atoms 1 to 6, given in e: -1.10, 1.05, -0.49, -0.17, -0.86, 0.25

***

2.
Density functional theory data (ωB97M-V with the def2-TZVPD basis set) for a cluster of 2 separate species, C4H8O2 in total.

```
! wB97M-V def2-TZVPD RIJCOSX def2/J DEFGRID3
* xyz 0 1
C -2.2489 0.0093 0.0885
C -0.4814 -1.2689 1.0023
O -0.9754 -0.0560 0.7195
C 1.6052 1.2694 -0.8718
C 2.4016 0.3112 -0.4107
O 0.5369 -1.4313 1.6109
H -2.7184 -0.9801 0.0401
H -2.1365 0.4093 -0.9224
H -2.8780 0.6751 0.6824
H -1.1090 -2.0958 0.6197
H 1.8111 1.7900 -1.8045
H 0.7145 1.5692 -0.3244
H 2.1846 -0.2035 0.5219
H 3.2936 0.0021 -0.9514
*
```

Output
SMILES	COC=O.C=C
frontier orbital gap	10.68	eV

Here are the Mulliken charges for atoms 1 to 6, given in e: -0.66, 0.23, -0.23, -0.42, -0.50, -0.45

***

3.
Density functional theory data (ωB97M-V with the def2-TZVPD basis set) for a structure of composition C4H8O2.

```
! wB97M-V def2-TZVPD RIJCOSX def2/J DEFGRID3
* xyz 0 1
C 1.4260 -0.5731 -0.8405
O 0.4313 0.0622 -0.0111
C -0.8691 -0.3960 -0.2704
C 0.7721 -0.4428 1.6709
C -1.8380 0.5127 -0.3278
O -1.6594 1.8484 -0.2581
H 1.0558 -0.6327 -1.8674
H 1.6293 -1.5585 -0.4141
H 2.3222 0.0476 -0.7963
H -1.0017 -1.4707 -0.2563
H 1.5304 0.3509 1.8429
H -0.1519 0.0263 2.0707
H -2.8797 0.2250 -0.4137
H -0.7077 2.0152 -0.1747
*
```

Output
frontier orbital gap	8.61	eV

Here are the Mulliken charges for atoms 1 to 6, given in e: -0.71, -0.28, -0.14, -0.66, -0.08, -0.53

***

4.
Density functional theory data (ωB97M-V with the def2-TZVPD basis set) for a cluster of 2 separate species, C4H8O2 in total.

```
! wB97M-V def2-TZVPD RIJCOSX def2/J DEFGRID3
* xyz 0 1
O -0.7043 -2.1458 1.4835
C -0.3830 0.8682 0.4973
C -0.7606 0.6610 -1.0032
C 0.6878 0.2544 -1.2663
C 1.0486 0.4650 0.1372
O 0.9867 -0.8543 -0.4163
H -0.2211 -1.9190 0.6710
H -0.8697 0.1999 1.2114
H -0.4717 1.9095 0.8168
H -1.5078 -0.1054 -1.2264
H -1.0316 1.5975 -1.4979
H 1.2784 0.3380 -2.1729
H -0.0425 -2.0240 2.1743
H 1.9908 0.7550 0.5915
*
```

Output
SMILES	C1C[C@H]2O[C@@H]12.O
frontier orbital gap	11.30	eV

Here are the Mulliken charges for atoms 1 to 6, given in e: -0.67, -0.64, -0.51, -0.30, -0.07, -0.51

***

5.
Density functional theory data (ωB97M-V with the def2-TZVPD basis set) for a cluster of 2 separate species, C4H8O2 in total.

```
! wB97M-V def2-TZVPD RIJCOSX def2/J DEFGRID3
* xyz 0 1
C -0.9352 1.7394 0.6370
C 0.3449 0.2972 -0.6646
C -0.8443 0.2442 0.2461
O 1.4884 0.2618 -0.2722
C 1.3577 -2.2679 -0.1976
O 1.9002 -2.5600 -1.2297
H -1.9483 2.1310 0.5807
H -0.5262 1.8671 1.6394
H -0.3139 2.3549 -0.0255
H 0.0996 0.5435 -1.7173
H -0.6582 -0.3835 1.1256
H 0.2532 -2.1508 -0.1254
H -1.7415 -0.1192 -0.2682
H 1.9005 -2.0822 0.7489
*
```

Output
SMILES	CCC=O.C=O
frontier orbital gap	10.66	eV

Here are the Mulliken charges for atoms 1 to 6, given in e: -1.07, -0.13, -0.18, -0.48, -0.01, -0.43

***

6.
Density functional theory data (ωB97M-V with the def2-TZVPD basis set) for the molecule C4H8O2.

```
! wB97M-V def2-TZVPD RIJCOSX def2/J DEFGRID3
* xyz 0 1
C -0.4725 1.3463 -0.6465
C 0.0103 0.0666 -1.3352
O 0.9619 -0.6632 -0.5755
C 0.4222 -1.2936 0.5541
C 0.2163 -0.3510 1.7285
O -0.6605 -0.4900 2.5447
H 0.3525 1.7807 -0.0751
H -1.3157 1.1711 0.0313
H -0.7860 2.0913 -1.3845
H -0.8423 -0.5901 -1.5743
H 0.5275 0.3021 -2.2696
H 1.1578 -2.0412 0.8819
H -0.5249 -1.8091 0.3346
H 0.9533 0.4800 1.7856
*
```

Output
SMILES	CCOCC=O
frontier orbital gap	10.71	eV

Here are the Mulliken charges for atoms 1 to 6, given in e: -1.04, -0.24, -0.40, -0.35, 0.01, -0.48

***

7.
Density functional theory data (ωB97M-V with the def2-TZVPD basis set) for the molecule C4H8O2.

```
! wB97M-V def2-TZVPD RIJCOSX def2/J DEFGRID3
* xyz 0 1
C -0.9844 -0.7245 -1.6459
C -0.5048 -0.6329 -0.2164
O -1.2221 -0.9936 0.7037
C 0.8650 -0.0489 0.0665
C 0.7250 1.1041 1.0743
O 0.2805 0.6550 2.3257
H -0.5055 0.0253 -2.2824
H -0.7420 -1.7180 -2.0415
H -2.0702 -0.6079 -1.6663
H 1.4972 -0.8239 0.5168
H 1.3448 0.2949 -0.8558
H 0.0531 1.8712 0.6493
H 1.7019 1.5755 1.2214
H -0.4387 0.0238 2.1507
*
```

Output
SMILES	CC(=O)CCO
frontier orbital gap	10.79	eV

Here are the Mulliken charges for atoms 1 to 6, given in e: -1.12, 0.81, -0.62, -0.59, -0.47, -0.54

***

8.
Density functional theory data (ωB97M-V with the def2-TZVPD basis set) for a cluster of 2 separate species, C4H8O2 in total.

```
! wB97M-V def2-TZVPD RIJCOSX def2/J DEFGRID3
* xyz 0 1
C 1.7682 0.4856 0.0589
C 1.1968 -0.5044 1.0339
O 0.3039 -0.2807 1.8165
C -1.2329 -0.8197 -0.7959
C -1.5723 0.4663 -0.7271
O -2.0979 1.1124 0.3368
H 1.1568 1.3882 -0.0051
H 1.8705 0.0289 -0.9317
H 2.7756 0.7415 0.4081
H 1.6857 -1.5042 1.0076
H -1.2450 -1.4620 0.0809
H -0.9291 -1.2449 -1.7464
H -1.4362 1.1336 -1.5734
H -2.2441 0.4595 1.0369
*
```

Output
SMILES	C=CO.CC=O
frontier orbital gap	10.06	eV

Here are the Mulliken charges for atoms 1 to 6, given in e: -0.93, 0.19, -0.46, -0.91, 0.03, -0.47

***

Number 1: E_HOMO -8.5 eV, DFT total energy -307.63550 hartree, maximum force 1.31 eV Å⁻¹. Number 2: E_HOMO -9.8 eV, DFT total energy -307.64018 hartree, maximum force 0.55 eV Å⁻¹. Number 3: E_HOMO -7.9 eV, DFT total energy -307.49118 hartree, maximum force 0.46 eV Å⁻¹. Number 4: E_HOMO -10.3 eV, DFT total energy -307.61415 hartree, maximum force 0.37 eV Å⁻¹. Number 5: E_HOMO -9.8 eV, DFT total energy -307.62743 hartree, maximum force 0.49 eV Å⁻¹. Number 6: E_HOMO -9.7 eV, DFT total energy -307.65190 hartree, maximum force 0.47 eV Å⁻¹. Number 7: E_HOMO -10.0 eV, DFT total energy -307.68144 hartree, maximum force 0.54 eV Å⁻¹. Number 8: E_HOMO -9.0 eV, DFT total energy -307.64126 hartree, maximum force 0.50 eV Å⁻¹.